--- one ---
Computed, not measured: one molecule with the formula C2H2NOP, with wB97M-V/def2-TZVPD.

```
! RIJCOSX wB97M-V def2-TZVPD def2/J DEFGRID3
* xyz 0 1
H 1.16349 0.85581 0.98101
N 1.44210 -0.17879 0.84781
C 0.53365 -0.68353 0.09316
C -0.57025 0.08473 -0.48972
P -2.00485 0.28737 -1.31939
O -1.07596 1.34072 -0.20468
H 0.51182 -1.70632 0.09181
*
```

Calculated values
SMILES: [H]/N=C\C1=PO1
LUMO energy (spin up / spin down) (eV): -0.97 / -1.24
HOMO level (spin up / spin down) (Eh): -0.3094 / -0.3070

From a Löwdin analysis of the wavefunction, the atomic charges in e read: atom 1 (H): 0.09, atom 2 (N): 0.11, atom 3 (C): -0.24, atom 4 (C): -0.62, atom 5 (P): 0.98, atom 6 (O): -0.38, atom 7 (H): 0.07

***

--- two ---
Computed, not measured: one molecule with the formula C2H2NOP, with wB97M-V/def2-TZVPD.

```
! RIJCOSX wB97M-V def2-TZVPD def2/J DEFGRID3
* xyz 0 1
O -1.90256 -0.87765 0.01147
P -1.31563 0.65558 -0.00112
C 0.31815 0.48868 -0.01384
C 1.71305 0.40980 0.01543
N 1.48685 -0.82946 -0.00877
H -2.86001 -0.91853 -0.04600
H 2.56014 1.07157 0.04283
*
```

Calculated values
SMILES: O/P=c1/cn1
LUMO energy (eV): 0.28
HOMO level (Eh): -0.3213

From a Löwdin analysis of the wavefunction, the atomic charges in e read: atom 1 (O): -0.39, atom 2 (P): 0.82, atom 3 (C): -0.43, atom 4 (C): -0.30, atom 5 (N): 0.19, atom 6 (H): 0.02, atom 7 (H): 0.10

***

Short version: two, one, most stable first.